ORCA calculation (wB97M-V/def2-TZVPD) on a structure of composition C45H30BBaClF17O5PS at a distorted geometry.

Properties
Energy = -137612.0523 eV
HOMO-LUMO gap = 0.223 hartree
Relative energy (zero: lowest compared OMol25 entry of this formula, charge and spin) = 6.1 kcal per mole
Net charge = -2

Each line ends with the Mulliken charge.
Cartesian coordinates (Å):
Ba1 -0.216 0.146 -0.813  1.21
C1 -3.816 2.860 2.899  -1.48
C2 -4.185 2.409 1.510  0.75
C3 -3.796 3.157 0.402  -0.41
C4 -4.145 2.770 -0.887  0.63
C5 -3.713 3.571 -2.087  -1.43
C6 -4.895 1.611 -1.059  -0.68
C7 -5.272 0.829 0.026  0.74
C8 -6.003 -0.465 -0.201  -1.45
C9 -4.914 1.244 1.306  -0.68
H1 -2.748 3.068 2.972  0.15
H2 -4.062 2.096 3.637  0.29
H3 -4.351 3.776 3.166  0.45
H4 -3.201 4.051 0.549  0.36
H5 -2.973 4.323 -1.815  0.27
H6 -4.567 4.079 -2.544  0.37
H7 -3.281 2.919 -2.848  0.28
H8 -5.149 1.279 -2.059  0.62
H9 -6.358 -0.891 0.738  0.37
H10 -5.340 -1.180 -0.694  0.19
H11 -6.857 -0.322 -0.867  0.37
H12 -5.192 0.633 2.160  0.24
Cl1 -1.830 -0.060 2.628  0.39
C10 -0.934 -0.899 3.856  -0.24
C11 -1.668 -1.630 4.779  -0.60
C12 -1.015 -2.308 5.791  -0.63
C13 0.370 -2.248 5.885  -0.71
C14 1.086 -1.515 4.956  -0.37
C15 0.455 -0.832 3.914  -0.10
P1 1.390 0.133 2.658  1.04
C16 2.745 0.757 3.736  0.14
C17 4.092 0.488 3.519  -0.19
C18 5.067 1.058 4.330  -0.62
C19 4.709 1.899 5.370  -0.50
C20 3.365 2.178 5.593  -0.61
C21 2.397 1.619 4.779  -0.52
C22 2.263 -1.147 1.680  0.33
C23 2.375 -2.491 2.020  -0.73
C24 2.971 -3.384 1.141  -0.45
C25 3.465 -2.946 -0.081  -0.75
C26 3.365 -1.607 -0.427  -0.62
C27 2.765 -0.715 0.451  0.20
H13 -2.744 -1.671 4.679  0.45
H14 -1.589 -2.887 6.503  0.34
H15 0.889 -2.776 6.675  0.38
H16 2.166 -1.463 5.032  0.53
H17 4.384 -0.172 2.712  0.35
H18 6.111 0.838 4.142  0.37
H19 5.470 2.343 6.001  0.35
H20 3.074 2.843 6.397  0.38
H21 1.351 1.856 4.946  0.39
H22 1.941 -2.861 2.939  0.21
H23 3.011 -4.436 1.396  0.34
H24 3.892 -3.654 -0.779  0.32
H25 3.709 -1.261 -1.393  0.38
H26 2.660 0.329 0.164  0.61
F1 -2.724 -5.905 -5.603  -0.35
C28 -2.883 -4.703 -5.013  0.49
C29 -1.905 -4.188 -4.181  -0.21
F2 -0.790 -4.902 -3.965  -0.32
C30 -2.080 -2.955 -3.584  -0.21
F3 -1.097 -2.516 -2.791  0.04
C31 -3.224 -2.165 -3.774  0.19
S1 -3.422 -0.629 -3.009  -0.19
C32 -4.185 -2.729 -4.621  0.18
F4 -5.330 -2.071 -4.879  -0.37
C33 -4.028 -3.961 -5.228  0.17
F5 -4.991 -4.452 -6.035  -0.33
F6 3.072 2.478 0.898  -0.22
C34 2.296 3.546 1.088  0.23
F7 3.082 4.632 0.945  -0.30
F8 1.903 3.524 2.371  -0.29
C35 1.063 3.529 0.118  0.80
O1 0.557 2.314 -0.013  0.26
C36 -0.006 4.513 0.702  0.42
F9 -0.898 4.866 -0.240  -0.31
F10 0.514 5.660 1.190  -0.32
F11 -0.689 3.943 1.695  -0.24
C37 1.531 4.086 -1.272  0.29
F12 2.691 3.525 -1.635  -0.26
F13 1.717 5.425 -1.286  -0.31
F14 0.636 3.808 -2.217  -0.20
O2 2.140 0.978 -3.920  -0.53
B1 1.489 -0.138 -3.261  0.57
O3 2.024 -1.303 -3.926  -0.94
C38 2.898 -0.898 -4.878  0.36
C39 3.644 -1.655 -5.755  -1.01
C40 4.481 -0.973 -6.642  -0.47
C41 4.555 0.414 -6.637  -0.43
C42 3.792 1.174 -5.745  -1.06
C43 2.969 0.492 -4.874  0.70
H27 3.572 -2.735 -5.752  0.47
H28 5.081 -1.537 -7.347  0.36
H29 5.213 0.916 -7.336  0.36
H30 3.839 2.255 -5.731  0.45
F15 -1.611 -4.605 -0.545  -0.30
C44 -0.414 -4.340 0.020  0.58
F16 0.470 -4.185 -0.969  -0.17
F17 -0.050 -5.451 0.696  -0.32
C45 -0.519 -3.096 0.957  -0.16
O4 -0.813 -3.322 2.124  -0.60
O5 -0.297 -2.001 0.376  0.44

Atomic forces in eV per Å
-0.8 -0.2 -0.7
0.0 0.0 0.0
0.0 0.0 0.0
0.0 0.0 0.0
0.0 0.0 0.0
0.0 0.0 0.0
0.0 0.0 0.0
0.0 0.0 0.0
0.0 0.0 0.0
0.0 0.0 0.0
0.0 0.0 0.0
0.0 0.0 0.0
0.0 0.0 0.0
0.0 0.0 0.0
0.0 0.0 0.0
0.0 0.0 0.0
0.0 0.0 0.0
0.0 0.0 0.0
0.0 0.0 0.0
0.0 0.0 0.0
0.0 0.0 0.0
0.0 0.0 0.0
-0.1 0.0 0.0
0.0 0.0 0.0
0.0 0.0 0.0
0.0 0.0 0.0
0.0 0.0 0.0
0.0 0.0 0.0
0.0 0.0 0.0
0.0 0.0 0.1
0.0 0.0 0.0
0.0 0.0 0.0
0.0 0.0 0.0
0.0 0.0 0.0
0.0 0.0 0.0
0.0 0.0 0.0
0.0 0.0 0.0
0.0 0.0 0.0
0.0 0.0 0.0
0.0 0.0 0.0
0.0 0.0 0.0
0.0 0.0 0.0
0.0 0.0 0.0
0.0 0.0 0.0
0.0 0.0 0.0
0.0 0.0 0.0
0.0 0.0 0.0
0.0 0.0 0.0
0.0 0.0 0.0
0.0 0.0 0.0
0.0 0.0 0.0
0.0 0.0 0.0
0.0 0.0 0.0
0.0 0.0 0.0
0.0 0.0 0.0
0.0 0.0 0.0
0.0 0.0 0.0
0.0 0.0 0.0
0.0 0.0 0.0
0.0 0.0 0.0
0.0 0.0 0.0
0.0 0.0 0.0
0.1 -0.1 0.0
0.1 0.2 0.2
0.0 0.0 0.0
0.0 0.0 0.0
0.0 0.0 0.0
0.0 0.0 0.0
0.1 0.0 0.0
0.0 0.0 0.0
0.0 0.1 0.0
-0.1 0.0 0.1
0.0 0.1 0.0
0.2 0.3 0.1
0.0 0.0 0.0
0.0 0.0 0.0
0.0 0.0 0.0
0.0 0.0 0.0
0.0 0.0 0.0
0.1 0.0 0.0
0.0 0.0 0.0
0.0 0.0 0.0
0.0 0.0 -0.1
0.3 0.1 0.0
0.0 0.0 0.0
0.0 0.0 0.0
0.0 0.0 0.0
0.0 0.0 0.0
0.0 0.0 0.0
0.0 0.0 0.0
0.0 0.0 0.0
0.0 0.0 0.0
0.0 0.0 0.0
0.0 0.0 0.0
0.0 0.0 0.0
0.0 0.0 0.0
0.0 0.0 0.0
0.0 0.0 0.0
0.0 0.0 0.0
0.0 0.0 0.0
0.0 0.0 0.0
-0.1 -0.5 0.3

ORCA calculation (wB97M-V/def2-TZVPD) on a structure of composition C45H32ClGeN2OTl.

Properties
Energy = -125944.3019 eV
HOMO-LUMO gap = 0.198 hartree
Net charge = -2

Each line ends with the Mulliken charge.
Cartesian coordinates (Å):
Tl1 0.305 -0.930 -0.670  0.65
Cl1 5.918 -5.202 1.245  -0.31
C1 4.437 -4.241 1.275  0.34
C2 3.198 -4.893 1.398  -0.61
C3 2.047 -4.154 1.461  -0.58
C4 2.040 -2.711 1.405  -0.11
O1 0.965 -2.061 1.537  -0.76
C5 3.338 -2.090 1.204  0.90
C6 3.485 -0.660 1.040  0.02
N1 2.502 0.145 0.971  0.04
C7 2.635 1.525 0.872  0.62
C8 3.798 2.228 1.132  -0.60
C9 3.864 3.625 1.025  -0.96
C10 2.753 4.326 0.622  -0.67
C11 1.550 3.654 0.351  1.09
C12 0.386 4.329 -0.126  -1.07
C13 -0.741 3.643 -0.385  -0.24
C14 -0.828 2.213 -0.142  0.11
N2 0.283 1.564 0.306  -0.47
C15 1.440 2.247 0.514  -0.29
C16 4.499 -2.879 1.171  -0.97
H1 3.163 -5.975 1.432  0.38
H2 1.077 -4.631 1.547  0.48
H3 4.524 -0.312 0.923  0.08
H4 4.687 1.688 1.439  0.26
H5 4.788 4.145 1.254  0.32
H6 2.797 5.405 0.502  0.37
H7 0.433 5.404 -0.281  0.33
H8 -1.622 4.154 -0.758  0.22
H9 -2.051 0.526 0.093  -0.30
H10 5.464 -2.395 1.063  0.33
C17 -2.061 1.549 -0.278  0.25
Ge1 -3.180 1.669 -1.806  1.33
C18 -2.202 1.692 -3.544  -0.09
C19 -2.590 0.898 -4.627  0.02
C20 -1.844 0.858 -5.801  -0.73
C21 -0.690 1.620 -5.918  -0.39
C22 -0.288 2.418 -4.855  -0.79
C23 -1.033 2.449 -3.683  -0.09
C24 -4.341 3.280 -1.876  -0.40
C25 -4.333 4.214 -0.840  -0.42
C26 -5.149 5.342 -0.881  -0.58
C27 -5.998 5.545 -1.962  -0.38
C28 -6.033 4.614 -2.995  -0.61
C29 -5.210 3.495 -2.950  -0.06
C30 -4.448 0.171 -1.926  -0.33
C31 -5.796 0.347 -1.607  -0.38
C32 -6.702 -0.704 -1.711  -0.69
C33 -6.269 -1.955 -2.132  -0.49
C34 -4.927 -2.154 -2.432  -0.81
C35 -4.029 -1.100 -2.328  0.11
H11 -3.489 0.296 -4.553  0.38
H12 -2.161 0.223 -6.621  0.37
H13 -0.102 1.584 -6.829  0.35
H14 0.618 3.010 -4.933  0.40
H15 -0.687 3.058 -2.859  0.23
H16 -3.683 4.036 0.013  0.41
H17 -5.125 6.060 -0.068  0.37
H18 -6.632 6.424 -1.999  0.33
H19 -6.705 4.762 -3.834  0.38
H20 -5.242 2.771 -3.759  0.36
H21 -6.142 1.318 -1.270  0.33
H22 -7.745 -0.544 -1.460  0.38
H23 -6.973 -2.775 -2.213  0.36
H24 -4.573 -3.135 -2.727  0.37
H25 -2.976 -1.283 -2.523  0.52
C36 -1.892 -6.382 -1.238  -0.44
C37 -0.847 -5.517 -1.636  -0.89
C38 -0.821 -4.222 -1.188  -0.52
C39 -1.825 -3.687 -0.331  1.39
C40 -1.774 -2.312 0.097  -0.48
C41 -2.821 -1.924 0.908  -0.41
C42 -3.872 -2.783 1.306  -0.75
C43 -3.907 -4.088 0.897  -0.95
C44 -2.876 -4.577 0.058  1.12
C45 -2.876 -5.918 -0.408  -0.82
H26 -1.910 -7.407 -1.592  0.35
H27 -0.062 -5.883 -2.289  0.39
H28 -0.009 -3.575 -1.492  0.08
H29 -2.867 -0.897 1.270  0.35
H30 -4.666 -2.401 1.942  0.37
H31 -4.710 -4.756 1.197  0.27
H32 -3.681 -6.579 -0.096  0.32

Atomic forces in eV per Å
-0.2 -0.2 0.1
0.0 0.0 0.0
0.0 -0.2 0.0
0.0 0.1 0.0
0.0 0.1 0.0
0.0 0.2 0.2
0.2 -0.4 -0.2
-0.1 -0.2 0.0
0.1 -0.1 -0.2
-0.3 -0.1 0.3
0.0 0.3 -0.1
0.0 0.0 0.0
0.0 0.0 0.0
0.0 -0.1 0.0
0.1 -0.2 0.1
0.0 0.1 0.0
0.0 0.0 -0.2
0.1 0.0 0.4
-0.2 0.4 -0.1
-0.1 -0.1 -0.1
-0.1 0.2 0.0
0.0 0.0 0.0
0.0 0.0 0.0
0.0 0.0 0.0
-0.1 0.0 0.0
0.0 0.0 0.0
-0.1 0.0 0.0
0.0 0.0 0.0
0.0 0.0 0.0
0.0 0.0 -0.1
0.0 0.0 0.0
0.3 -0.3 -0.3
0.0 0.2 0.1
0.0 -0.1 0.0
0.0 0.1 0.0
0.0 0.0 0.0
0.0 0.0 0.0
-0.1 0.0 0.0
-0.1 -0.1 -0.1
0.0 0.0 0.0
-0.1 0.0 0.0
0.0 0.0 0.0
0.0 0.0 0.0
0.0 0.0 0.0
0.1 0.1 0.1
0.0 0.0 0.0
0.1 0.0 -0.1
0.1 0.0 0.0
0.0 0.1 0.0
0.0 0.0 0.0
0.0 0.0 0.1
0.0 0.0 0.0
0.0 0.0 0.0
0.0 0.0 0.0
0.0 0.0 0.0
0.0 0.0 0.0
-0.1 0.0 0.0
0.0 0.0 0.0
0.0 0.0 0.0
0.0 0.0 0.0
0.0 0.0 0.0
0.0 0.0 0.0
0.0 0.0 0.0
0.0 0.0 0.0
0.0 0.0 0.0
0.0 0.0 0.0
0.0 0.1 0.0
-0.1 0.0 0.1
0.0 -0.1 0.0
-0.1 0.0 0.0
0.0 0.0 -0.2
0.0 0.2 0.0
0.0 -0.1 0.0
0.0 0.0 0.0
0.0 0.1 0.0
0.1 0.0 -0.1
0.0 0.0 0.0
0.0 0.0 0.0
0.0 0.0 0.0
0.0 -0.1 0.0
0.0 0.0 0.0
0.0 0.0 0.0
0.0 0.0 0.0

Results for E_HOMO: -2.2, -1.2 (in eV, following the order of the records).